An isolated molecule of C2H6N2O at a distorted geometry, computed with the ωB97M-V functional and the def2-TZVPD basis.

Results
**Relative energy (zero: lowest compared OMol25 entry of this formula, charge and spin)**: 255.9 kJ/mol
**Orbital gap**: 0.3746 Eh
**Largest force on an atom**: 3.8 eV/Å
**HOMO energy**: -9.285 eV
**SMILES**: CNNC=O

The geometry in ORCA input format:
```
! wB97M-V def2-TZVPD RIJCOSX def2/J DEFGRID3
* xyz 0 1
H -0.2384 1.2896 1.8636
H -1.1276 -0.3803 2.1550
O 1.0549 -0.2561 -2.8671
H -1.6269 0.0848 0.0942
C -0.2082 0.2058 1.6082
H 0.8085 -0.2542 1.8722
N 0.4112 0.2849 -0.6940
C 0.5518 -0.5578 -1.8222
N -0.5560 -0.1441 0.1741
H 0.6778 1.2678 -0.7440
H 0.2530 -1.5404 -1.6399
*
```

Need the Löwdin charges? In units of e they are: H 0.057; H 0.116; O 0.036; H 0.151; C -0.126; H 0.086; N -0.047; C -0.322; N -0.200; H 0.144; H 0.104

---

An isolated molecule of C2H6N2O at a distorted geometry, computed with the ωB97M-V functional and the def2-TZVPD basis.

Results
**Relative energy (zero: lowest compared OMol25 entry of this formula, charge and spin)**: 508.6 kJ/mol
**Orbital gap**: 0.3619 Eh
**Largest force on an atom**: 6.7 eV/Å
**HOMO energy**: -8.969 eV
**SMILES**: C/N=C/NO

The geometry in ORCA input format:
```
! wB97M-V def2-TZVPD RIJCOSX def2/J DEFGRID3
* xyz 0 1
C 1.6597 -0.2700 -0.7604
C -0.6658 -0.0712 -0.2424
H -1.1546 -0.8631 -0.9262
H 1.2297 -0.7116 -1.6024
N -1.5721 0.1036 0.7615
H -0.4461 0.7299 1.8604
H -2.5348 0.4233 0.3039
N 0.6250 0.3571 -0.0673
H 2.3311 0.3583 -1.3076
H 1.9487 -1.0804 -0.0270
O -1.4208 1.0241 2.0075
*
```

Need the Löwdin charges? In units of e they are: C -0.193; C -0.227; H 0.156; H 0.036; N -0.080; H 0.092; H 0.174; N -0.067; H 0.070; H 0.112; O -0.072

---

A cluster of 2 separate species, C2H6N2O in total at a distorted geometry, computed with the ωB97M-V functional and the def2-TZVPD basis.

Results
**Relative energy (zero: lowest compared OMol25 entry of this formula, charge and spin)**: 152.4 kJ/mol
**Orbital gap (spin up / spin down)**: 0.3434 / 0.1826 Eh
**⟨S²⟩**: 0.78
**Largest force on an atom**: 1.8 eV/Å
**HOMO energy (spin up / spin down)**: -14.195 / -14.095 eV

The geometry in ORCA input format:
```
! wB97M-V def2-TZVPD RIJCOSX def2/J DEFGRID3
* xyz 1 2
O 1.6017 0.3777 -1.4239
N -0.4292 0.0778 1.4374
C 1.8188 0.2276 -0.2492
H -0.5940 0.3269 2.4161
H 1.7419 -0.7724 0.1951
H -2.1665 -0.6852 -1.1356
C -1.5314 -0.2547 0.7813
H -2.5698 -0.2321 1.1061
H -0.4663 -0.3601 -0.9433
H 2.0271 1.1098 0.3750
N -1.4041 -0.3869 -0.5294
*
```

Need the Löwdin charges? In units of e they are: O -0.003; N 0.262; C -0.162; H 0.118; H 0.081; H 0.171; C -0.143; H 0.158; H 0.119; H 0.096; N 0.303